{
  "formula": "C5H11HoO3",
  "method": "the ωB97M-V functional and the def2-TZVPD basis",
  "species": ["C", "O", "C", "C", "O", "C", "H", "H", "H", "H", "H", "H", "H", "H", "H", "Ho", "O", "C", "H", "H"],
  "positions_angstrom": [[1.59814, 0.60986, 0.80586], [0.49887, 1.30957, 0.17076], [-0.04583, 0.73785, -1.01309], [-0.83097, -0.51309, -0.68995], [-1.73221, -0.17128, 0.35907], [-2.78842, -1.09886, 0.56611], [2.01097, 1.33151, 1.52457], [1.28348, -0.34571, 1.26362], [0.74992, 0.52536, -1.73627], [-0.71608, 1.50670, -1.42021], [-0.19014, -1.33645, -0.34036], [-1.37187, -0.85003, -1.58570], [-3.40707, -1.15767, -0.33935], [-2.36617, -2.08125, 0.82001], [-3.39685, -0.74511, 1.40476], [-1.21768, 1.56127, 1.81816], [3.24820, 1.28445, -0.95850], [2.77110, 0.26174, -0.23642], [3.51905, -0.23552, 0.43777], [2.38357, -0.59333, -0.85083]],
  "atomic_forces_ev_per_a": [[1.550, 0.010, -1.283], [-0.311, -0.043, 0.861], [-0.105, -0.172, -0.580], [0.420, -0.377, -0.472], [0.365, 0.815, 0.164], [-0.626, -0.781, 0.106], [-0.322, -0.412, 0.016], [0.012, 0.481, 0.066], [-0.283, 0.141, 0.077], [0.223, -0.190, -0.001], [-0.120, 0.130, -0.148], [0.000, 0.094, 0.274], [0.165, -0.014, 0.250], [-0.173, 0.221, -0.112], [0.146, -0.032, -0.199], [-0.079, 0.247, 0.016], [0.013, -0.312, 0.015], [-1.635, -0.748, 1.840], [0.099, 0.391, -0.747], [0.661, 0.553, -0.143]],
  "homo_ev": [-10.065, -9.811],
  "total_charge": 1,
  "lumo_energy_ev": [-3.35, -5.41],
  "spin_multiplicity": 6,
  "orbital_gap_ev": [6.71, 4.40],
  "total_energy_ev": -37291.932,
  "s_squared": 8.77
}